2 unconnected molecules or ions with the total composition C4H13NO2 in a non-equilibrium geometry. Source: the Open Molecules 2025 dataset; level of theory: ωB97M-V/def2-TZVPD.

Last column: Löwdin charge in e.
CARTESIAN COORDINATES (ANGSTROEM)
C: -0.959 1.142 1.148  -0.07
C: 0.138 0.389 0.387  -0.47
C: 0.683 -0.712 1.276  -0.15
C: 1.909 -1.465 0.666  -0.26
O: 2.740 -0.625 -0.107  -0.07
N: -0.421 -0.125 -0.876  0.05
H: -0.569 1.785 1.936  0.08
H: -1.588 0.401 1.660  0.08
H: -1.619 1.712 0.497  0.07
H: 0.904 1.091 0.150  0.11
H: 1.055 -0.304 2.209  0.11
H: -0.095 -1.421 1.425  0.10
H: 2.540 -1.799 1.483  0.11
H: 1.609 -2.403 0.181  0.11
H: 2.396 -0.536 -1.006  0.09
H: -1.425 -0.211 -0.768  0.05
H: -0.035 -1.041 -1.069  0.06
H: -3.777 0.606 -2.377  0.03
H: -2.534 1.511 -2.471  0.04
O: -3.240 1.222 -1.880  -0.06

2S+1: 1
Orbital gap in eV: 10.1721
Charge: 0
HOMO in eV: -9.32

=====

2 unconnected molecules or ions with the total composition C4H13NO2 in a non-equilibrium geometry. Source: the Open Molecules 2025 dataset; level of theory: ωB97M-V/def2-TZVPD.

Last column: Löwdin charge in e.
CARTESIAN COORDINATES (ANGSTROEM)
C: 0.817 -0.782 -0.241  -0.22
N: -0.341 -0.028 0.315  -0.10
C: -1.378 -0.859 1.025  -0.34
O: -2.260 -0.014 1.748  -0.11
C: 2.163 0.012 0.069  -0.25
C: 1.942 1.497 0.277  -0.18
H: 0.734 -0.742 -1.340  0.09
H: 0.828 -1.909 0.102  0.14
H: -0.106 0.874 0.992  0.16
H: -1.966 -1.534 0.371  0.11
H: -0.906 -1.444 1.902  0.13
H: -3.035 0.151 1.036  0.15
H: 2.774 -0.372 0.890  0.09
H: 2.906 0.042 -0.793  0.11
H: 1.768 1.774 1.321  0.06
H: 1.262 1.978 -0.418  0.07
H: 2.983 2.003 0.237  0.10
H: -2.934 0.304 -3.093  0.03
H: -2.498 -0.383 -1.695  0.08
O: -2.755 -0.569 -2.704  -0.12

2S+1: 1
Orbital gap in eV: 9.3710
Charge: 0
HOMO in eV: -8.80

=====

3 unconnected molecules or ions with the total composition C4H13NO2 in a non-equilibrium geometry. Source: the Open Molecules 2025 dataset; level of theory: ωB97M-V/def2-TZVPD.

Last column: Löwdin charge in e.
CARTESIAN COORDINATES (ANGSTROEM)
N: -2.064 0.591 0.233  -0.02
C: -0.850 1.343 0.641  -0.26
C: 1.811 -1.422 1.696  -0.10
C: 0.965 -0.464 0.917  -0.16
C: 0.081 0.413 1.374  -0.13
H: -2.343 -0.065 0.945  0.07
H: -2.845 1.209 0.076  0.07
H: -1.160 2.167 1.284  0.10
H: -0.370 1.765 -0.244  0.11
H: 1.782 -2.390 1.197  0.07
H: 2.847 -1.081 1.620  0.08
H: 1.558 -1.549 2.748  0.07
H: 1.022 -0.622 -0.161  0.09
H: -0.191 0.327 2.432  0.10
H: 0.706 -0.032 -2.688  -0.01
H: 1.890 0.890 -3.023  0.05
O: 1.544 0.280 -2.343  -0.08
H: -1.337 -0.206 -1.484  0.00
H: -1.720 -0.992 -2.765  0.05
O: -1.327 -0.161 -2.455  -0.08

2S+1: 1
Orbital gap in eV: 10.2064
Charge: 0
HOMO in eV: -9.27

=====

3 unconnected molecules or ions with the total composition C4H13NO2 in a non-equilibrium geometry. Source: the Open Molecules 2025 dataset; level of theory: ωB97M-V/def2-TZVPD.

Last column: Löwdin charge in e.
CARTESIAN COORDINATES (ANGSTROEM)
C: -1.693 -0.117 -0.505  -0.11
C: -0.259 -0.629 -0.679  -0.22
C: 0.175 -1.677 0.289  -0.44
C: -0.415 -1.876 1.477  0.02
N: 1.223 -2.502 -0.128  0.07
H: -1.953 0.356 -1.454  0.07
H: -1.812 0.600 0.305  0.06
H: -2.334 -0.967 -0.311  0.07
H: 0.436 0.210 -0.739  0.09
H: -0.305 -1.047 -1.690  0.11
H: -1.150 -1.253 1.936  0.04
H: -0.170 -2.812 1.971  0.05
H: 1.992 -2.090 -0.650  0.09
H: 1.575 -3.072 0.628  0.08
H: -0.039 2.341 0.547  0.00
H: 0.198 2.695 2.090  0.04
O: 0.450 2.135 1.349  -0.07
H: 2.088 3.348 -1.257  0.05
H: 0.724 3.514 -1.806  0.04
O: 1.270 2.843 -1.372  -0.06

2S+1: 1
Orbital gap in eV: 8.2916
Charge: 0
HOMO in eV: -7.73

=====

3 unconnected molecules or ions with the total composition C4H13NO2 in a non-equilibrium geometry. Source: the Open Molecules 2025 dataset; level of theory: ωB97M-V/def2-TZVPD.

Last column: Löwdin charge in e.
CARTESIAN COORDINATES (ANGSTROEM)
C: -2.294 0.245 -2.118  -0.12
C: -1.529 0.375 -0.835  -0.16
C: -0.679 -0.574 -0.431  -0.20
N: 0.031 -0.607 0.783  -0.12
C: -0.139 -1.887 1.485  -0.11
H: -3.270 0.714 -1.961  0.07
H: -1.790 0.845 -2.877  0.07
H: -2.510 -0.767 -2.425  0.07
H: -1.549 1.351 -0.345  0.11
H: -0.397 -1.293 -1.196  0.12
H: -0.236 0.146 1.404  0.12
H: 0.574 -1.911 2.314  0.08
H: -1.132 -2.050 1.903  0.08
H: 0.103 -2.693 0.797  0.08
H: 2.193 -0.404 0.917  0.00
H: 3.244 -0.617 -0.126  0.04
O: 3.009 0.002 0.577  -0.08
H: 1.750 2.370 0.813  0.01
H: 2.776 3.427 0.544  0.04
O: 1.844 3.329 0.774  -0.07

2S+1: 1
Orbital gap in eV: 9.2371
Charge: 0
HOMO in eV: -8.42

=====

2 unconnected molecules or ions with the total composition C4H13NO2 in a non-equilibrium geometry. Source: the Open Molecules 2025 dataset; level of theory: ωB97M-V/def2-TZVPD.

Last column: Löwdin charge in e.
CARTESIAN COORDINATES (ANGSTROEM)
C: -1.356 0.082 1.013  -0.22
O: -0.638 -0.857 1.854  -0.08
C: -0.350 0.823 0.174  -0.45
C: -0.925 2.084 -0.424  -0.24
C: 0.014 2.910 -1.303  -0.09
N: 0.153 -0.096 -0.832  0.05
H: -2.047 -0.420 0.341  0.12
H: -1.875 0.686 1.746  0.12
H: -0.430 -1.595 1.264  0.08
H: 0.547 1.045 0.752  0.15
H: -1.761 1.760 -1.007  0.10
H: -1.432 2.658 0.351  0.11
H: -0.178 3.973 -1.207  0.06
H: -0.243 2.796 -2.366  0.07
H: 1.048 2.606 -1.126  0.07
H: 1.067 0.214 -1.133  0.07
H: -0.455 0.053 -1.633  0.08
H: 2.735 -6.508 1.884  0.03
H: 3.475 -5.886 0.716  0.03
O: 2.653 -6.329 0.938  -0.06

2S+1: 1
Orbital gap in eV: 10.5713
Charge: 0
HOMO in eV: -9.61

=====

The records above give, respectively, LUMO energy values of 0.85, 0.57, 0.93, 0.56, 0.81, 0.97 eV.
The records above give, respectively, calculated total energy values of -365.417892, -365.351006, -365.411936, -365.406117, -365.398191, -365.411953 Ha.